One molecule with the formula C25H31N3O5S in a non-equilibrium geometry, computed with ωB97M-V/def2-TZVPD.

2S+1 = 1
F_max = 1.20 eV/Å
ΔE to the lowest compared entry with this formula, charge and spin = 147.7 kJ/mol
SMILES string = COc1ccc(OC)c(CNC(=O)CCCn2ccc3cc(S(=O)(=O)N4CCCC4)ccc32)c1
Gap between HOMO and LUMO = 8.07 eV

```
65
Properties=species:S:1:pos:R:3:forces:R:3:mulliken_charge:R:1
C -2.217583 -4.514488 1.126373 -0.2 0.0 0.0 -0.583
O -0.888265 -4.157121 1.447332 0.2 0.1 0.1 -0.484
C -0.205128 -3.373956 0.571484 0.1 0.1 -0.2 0.423
C -0.703512 -2.880007 -0.625212 -0.1 -0.3 0.3 -0.611
C 0.088264 -2.070957 -1.425753 0.4 0.1 -0.2 -0.511
C 1.388142 -1.757025 -1.063584 -0.2 0.0 0.0 0.434
O 2.220235 -0.941638 -1.788331 0.1 -0.2 0.3 -0.274
C 1.854852 -0.631149 -3.110190 0.0 0.0 -0.2 -1.095
C 1.918077 -2.294071 0.119704 0.0 0.1 0.0 0.805
C 3.359791 -2.062188 0.480737 0.1 -0.1 -0.1 -1.441
N 3.673708 -0.659897 0.643677 -0.3 -0.2 0.3 -0.119
C 4.681250 -0.062607 -0.022461 0.1 0.5 0.4 0.641
O 5.478528 -0.660493 -0.712155 0.3 -0.1 -0.4 -0.687
C 4.739127 1.448332 0.181715 0.1 -0.2 -0.3 -0.997
C 3.648221 2.156185 -0.642185 -0.1 0.2 0.2 0.481
C 2.657393 2.950337 0.219675 0.3 0.1 -0.5 -1.427
N 1.739946 2.093425 0.922411 -0.1 0.0 0.1 0.312
C 1.881358 1.638927 2.205865 -0.2 -0.1 0.5 -0.954
C 0.865786 0.788793 2.529011 0.2 0.0 0.1 -0.810
C 0.032028 0.695809 1.382547 0.1 0.2 -0.4 0.869
C -1.158479 0.026879 1.102048 0.1 0.0 0.1 -0.891
C -1.710736 0.201336 -0.142103 -0.7 -0.3 0.0 1.742
S -3.267363 -0.589726 -0.531961 -0.4 0.0 0.0 1.476
O -3.495223 -1.653222 0.405229 0.1 0.3 0.3 -0.817
O -3.290406 -0.893204 -1.933422 0.2 0.3 -0.1 -0.798
N -4.490982 0.516188 -0.262266 0.6 -1.0 -0.3 -0.119
C -4.529268 1.675264 -1.125326 0.1 0.4 -0.5 -0.858
C -3.855488 2.821902 -0.345827 0.0 0.1 -0.1 -0.332
C -3.858043 2.353510 1.120492 0.0 0.0 0.1 -0.302
C -4.599429 1.004920 1.093916 0.0 0.1 0.7 -0.794
C -1.117375 0.990634 -1.127232 0.2 0.2 -0.2 -1.223
C 0.057197 1.663839 -0.876248 -0.1 0.0 -0.1 -1.309
C 0.621517 1.524454 0.388871 -0.5 -0.4 0.2 0.079
C 1.111885 -3.072782 0.924485 -0.1 0.0 -0.1 -0.814
H -2.575014 -5.093837 1.976262 0.0 0.0 -0.1 0.273
H -2.250408 -5.135018 0.225362 0.0 0.0 0.0 0.328
H -2.847965 -3.632956 0.986395 0.1 -0.2 0.0 0.173
H -1.709395 -3.089850 -0.946798 -0.1 -0.1 0.0 0.614
H -0.341963 -1.693609 -2.339235 0.0 0.1 -0.1 0.417
H 2.713381 -0.113974 -3.538060 -0.1 0.0 0.0 0.226
H 1.651834 -1.534868 -3.692033 0.0 0.0 0.0 0.492
H 0.977429 0.023644 -3.144313 0.0 0.0 0.0 0.311
H 3.598193 -2.604367 1.402786 0.0 0.0 -0.2 0.381
H 4.013237 -2.421240 -0.321128 -0.1 0.0 0.2 0.518
H 3.019377 -0.109932 1.178370 0.1 0.1 0.0 0.221
H 5.727700 1.781657 -0.132699 0.0 -0.1 0.1 0.368
H 4.628278 1.669411 1.243972 0.0 0.0 0.1 0.403
H 4.110977 2.845034 -1.349147 0.0 0.0 0.0 0.601
H 3.091877 1.413929 -1.217691 -0.1 0.1 -0.1 -0.426
H 3.197196 3.557843 0.951210 -0.1 0.0 -0.1 0.462
H 2.076083 3.623061 -0.418077 0.0 0.0 0.1 0.449
H 2.695614 1.981548 2.816996 0.1 0.1 0.1 0.357
H 0.719084 0.289645 3.465006 0.0 -0.1 0.2 0.609
H -1.636138 -0.618207 1.821180 0.0 -0.1 0.1 0.380
H -5.578372 1.911907 -1.328030 0.1 0.0 0.0 0.392
H -4.042092 1.427537 -2.066125 -0.1 0.1 -0.1 0.365
H -2.836469 2.982479 -0.695696 -0.1 0.1 0.0 0.073
H -4.408970 3.750464 -0.473967 0.0 0.0 0.0 0.427
H -2.838852 2.220928 1.482922 0.0 0.0 0.0 -0.019
H -4.362172 3.062773 1.774184 0.0 0.0 0.1 0.467
H -5.660604 1.142150 1.323005 0.1 -0.1 0.0 0.432
H -4.187241 0.259776 1.771088 -0.1 0.1 0.2 0.306
H -1.593789 1.039804 -2.093498 0.0 0.1 -0.2 0.505
H 0.519476 2.276002 -1.635590 0.0 0.0 -0.1 0.472
H 1.499652 -3.487932 1.842019 0.1 -0.1 0.1 0.408
```
Positions in Å, forces in eV/Å.

=====

One molecule with the formula C25H31N3O6 in a non-equilibrium geometry, computed with ωB97M-V/def2-TZVPD.

2S+1 = 1
F_max = 1.25 eV/Å
ΔE to the lowest compared entry with this formula, charge and spin = 1.8 kJ/mol
SMILES string = CCOCCCNC(=O)[C@@H](c1ccccc1)N(Cc1ccc2c(c1)OCO2)C(=O)CNC(C)=O
Gap between HOMO and LUMO = 8.39 eV

```
65
Properties=species:S:1:pos:R:3:forces:R:3:mulliken_charge:R:1
C 4.927865 -2.858260 1.785774 -0.4 0.0 -0.3 -1.188
C 3.489047 -2.977649 1.285071 0.1 -0.1 0.3 -0.029
O 3.351448 -2.847903 -0.109040 0.0 0.0 -0.2 -0.427
C 3.568203 -1.539882 -0.603614 -0.2 0.0 -0.2 0.194
C 3.075866 -1.487104 -2.048399 0.2 0.1 0.3 -0.733
C 2.935326 -0.052881 -2.566034 0.0 -0.3 -0.2 -0.978
N 1.834654 0.640772 -1.936407 0.3 0.0 0.3 0.175
C 0.624432 0.712937 -2.522077 0.0 0.2 0.3 -0.402
O 0.402429 0.335910 -3.654063 -0.2 -0.1 -0.3 -0.697
C -0.458228 1.384287 -1.661876 -0.2 0.2 -0.2 0.395
C -1.863482 0.920081 -1.972783 0.0 0.1 -0.3 0.099
C -2.147675 -0.387724 -2.339425 0.0 0.1 -0.1 -0.209
C -3.459630 -0.797408 -2.500998 0.0 -0.1 0.1 -0.953
C -4.499783 0.090372 -2.292126 -0.1 0.0 0.0 -0.454
C -4.223637 1.400566 -1.940313 -0.1 0.1 0.0 -0.828
C -2.913005 1.811789 -1.784081 0.1 0.0 -0.1 -0.217
N -0.207350 1.223902 -0.229466 0.0 -0.1 -0.4 1.079
C -0.250663 -0.133613 0.267611 0.0 -0.2 0.4 -1.919
C -1.633188 -0.594437 0.672623 0.0 -0.2 0.1 0.717
C -1.927597 -1.948866 0.626149 0.1 0.2 0.1 -0.351
C -3.194527 -2.440849 0.925895 -0.4 0.1 0.1 -1.309
C -4.156124 -1.521244 1.263536 0.3 0.5 0.0 1.181
C -3.862721 -0.159363 1.330622 0.0 -0.6 0.0 0.401
C -2.610792 0.327307 1.053326 -0.2 -0.1 0.2 -0.958
O -4.986939 0.531631 1.692718 0.4 0.2 -0.1 -0.525
C -6.011754 -0.432636 1.805335 -1.2 0.2 0.2 -0.366
O -5.475364 -1.717288 1.574693 0.3 -0.3 -0.1 -0.506
C -0.051056 2.337798 0.511309 0.1 0.1 0.3 0.931
O -0.027334 3.454896 0.023137 0.0 0.3 0.1 -0.752
C 0.166895 2.206765 2.027250 0.2 -0.2 -0.2 -1.038
N 1.496945 2.704528 2.333605 -0.3 0.1 0.2 -0.021
C 2.574946 2.210747 1.689454 0.3 0.4 0.5 0.658
C 3.862959 2.944631 1.965760 0.0 -0.1 -0.2 -1.599
O 2.499509 1.234404 0.962686 0.0 -0.2 -0.2 -0.570
H 5.297937 -1.843096 1.665834 0.1 0.1 0.0 0.250
H 5.570573 -3.535295 1.228678 0.1 -0.1 0.0 0.287
H 4.968541 -3.119370 2.839772 0.0 0.0 0.1 0.433
H 2.859597 -2.229995 1.794595 0.0 -0.1 0.0 0.081
H 3.101707 -3.975147 1.510734 0.0 0.1 0.1 0.386
H 3.023120 -0.817504 0.018128 0.1 -0.1 0.0 -0.127
H 4.636704 -1.282865 -0.567183 -0.1 0.1 0.0 0.316
H 2.107007 -1.985798 -2.104969 0.0 0.0 0.0 0.253
H 3.767540 -2.039349 -2.684704 0.0 -0.1 -0.1 0.457
H 3.856374 0.506923 -2.386275 0.0 0.0 -0.1 0.425
H 2.723856 -0.072858 -3.637773 0.2 0.1 0.1 0.459
H 1.961806 0.936014 -0.977442 -0.2 0.1 0.0 -0.047
H -0.387092 2.462166 -1.860915 0.0 -0.3 0.0 0.873
H -1.347465 -1.088231 -2.517569 0.1 -0.1 0.0 0.436
H -3.668991 -1.817988 -2.785155 0.0 -0.1 0.0 0.389
H -5.522972 -0.235769 -2.410738 -0.1 0.0 0.0 0.462
H -5.029588 2.102626 -1.784089 -0.1 0.1 0.0 0.414
H -2.697865 2.833137 -1.503550 0.0 0.1 0.0 0.440
H 0.457635 -0.246237 1.093263 0.0 0.0 -0.2 1.066
H 0.106557 -0.785116 -0.533755 0.1 0.0 0.1 -0.082
H -1.155377 -2.645016 0.336404 0.1 -0.1 -0.1 0.518
H -3.418586 -3.492778 0.878748 0.0 -0.2 0.0 0.425
H -2.413574 1.384902 1.094820 0.0 0.2 -0.1 0.388
H -6.798178 -0.222423 1.061616 0.2 -0.1 0.1 0.288
H -6.448004 -0.390928 2.815514 0.2 0.0 -0.2 0.265
H -0.561004 2.846941 2.526118 0.0 -0.1 -0.1 0.444
H 0.059048 1.187749 2.397804 -0.1 0.1 0.0 0.323
H 1.571214 3.601384 2.785149 0.0 -0.1 -0.1 0.293
H 3.848828 3.896750 1.437980 0.0 0.1 0.0 0.341
H 3.979920 3.134585 3.029676 0.0 0.1 0.1 0.411
H 4.701043 2.356354 1.603449 0.0 0.0 0.0 0.332
```
Positions in Å, forces in eV/Å.